(1)
# C3H8NO2

An isolated ion of composition C3H8NO2 and charge +1 (ωB97M-V with the def2-TZVPD basis set, the OMol25 dataset).

For the molar mass, the calculation gives 90.102 g/mol. As for the frontier orbital gap: 12.7 eV. Its charge is +1. The structure (SMILES) is C[NH2+]CC(=O)O. The HOMO energy is -16.01 eV. The largest force on an atom comes out at 1.80 eV/A. As for the energy relative to the best compared isomer or geometry (same formula, charge and spin): 14.1 kcal per mole.

Atoms and positions in Å:
1 C 0.28 1.46 -1.91
2 H -0.20 -0.48 -2.13
3 C -0.84 -0.01 -0.24
4 H 1.10 1.43 -2.61
5 C 0.01 -0.49 0.99
6 H -0.24 -1.01 2.78
7 H 0.98 -0.32 -0.95
8 H 0.64 2.11 -1.11
9 O 1.19 -0.69 0.84
10 H -0.62 1.90 -2.31
11 O -0.74 -0.61 2.05
12 H -1.33 0.93 0.00
13 H -1.64 -0.73 -0.35
14 N 0.12 0.09 -1.37

Here are the Mulliken charges for atoms 1 to 2, given in e: atom 1 (C): -0.979, atom 2 (H): 0.349

(2)
# C2H3ClSi

One molecule with the formula C2H3ClSi (ωB97M-V with the def2-TZVPD basis set, the OMol25 dataset).

For the molar mass, the calculation gives 90.585 g/mol. As for the frontier orbital gap: 11.5 eV. The structure (SMILES) is C#C[SiH2]Cl. The HOMO energy is -10.69 eV. The largest force on an atom comes out at 3.59 eV/A. As for the energy relative to the best compared isomer or geometry (same formula, charge and spin): 3.0 kcal per mole.

Atoms and positions in Å:
1 H -1.77 -1.29 -0.49
2 H 1.29 2.57 0.98
3 C 0.10 0.71 0.53
4 Cl -0.47 -2.01 1.88
5 Si -0.42 -0.99 0.10
6 C 0.88 1.64 0.75
7 H 0.60 -1.34 -0.77

Here are the Mulliken charges for atoms 1 to 2, given in e: atom 1 (H): -0.099, atom 2 (H): 0.380

(3)
# CH2ClNO2S

CH2ClNO2S as an isolated structure (ωB97M-V with the def2-TZVPD basis set, the OMol25 dataset).

For the molar mass, the calculation gives 127.552 g/mol. As for the frontier orbital gap: 8.3 eV. The HOMO energy is -10.91 eV. The largest force on an atom comes out at 4.24 eV/A. As for the energy relative to the best compared isomer or geometry (same formula, charge and spin): 74.4 kcal per mole.

Atoms and positions in Å:
1 Cl 2.41 -2.05 0.03
2 H -0.98 0.94 0.15
3 O 2.95 1.07 1.24
4 H -0.08 -0.54 0.82
5 O 3.47 0.97 -1.18
6 C 0.08 0.47 0.31
7 S 2.65 0.61 -0.08
8 N 1.06 1.03 -0.20

Here are the Mulliken charges for atoms 1 to 2, given in e: atom 1 (Cl): -0.335, atom 2 (H): 0.230

(4)
# C4H7NO

One molecule with the formula C4H7NO (ωB97M-V with the def2-TZVPD basis set, the OMol25 dataset).

For the molar mass, the calculation gives 85.106 g/mol. As for the frontier orbital gap: 10.8 eV. The structure (SMILES) is CC(=O)N1CC1. The HOMO energy is -9.73 eV. The largest force on an atom comes out at 1.44 eV/A. As for the energy relative to the best compared isomer or geometry (same formula, charge and spin): 42.0 kcal per mole.

Atoms and positions in Å:
1 C 0.20 -1.40 0.40
2 C 1.50 -1.05 -0.24
3 H 2.43 -1.22 0.29
4 H 0.12 -1.52 1.46
5 H -0.78 2.22 0.91
6 C -0.15 0.77 -0.54
7 C -1.24 1.47 0.26
8 O 0.01 0.88 -1.73
9 H 1.54 -1.10 -1.32
10 H -1.77 0.77 0.92
11 N 0.66 -0.01 0.30
12 H -1.94 1.95 -0.42
13 H -0.57 -1.76 -0.28

Here are the Mulliken charges for atoms 1 to 2, given in e: atom 1 (C): -0.523, atom 2 (C): -0.301